{"formula": "C7H13N", "method": "wB97M-V/def2-TZVPD", "gap_ev": 8.1, "smiles": "C/C=C/C/C(C)=C/N", "total_charge": 0, "e_lumo_ev": 1.03, "homo_energy_ev": -7.1, "relative_energy_kcal_mol": 55.5, "largest_force_ev_per_a": 4.68, "symbols": ["C", "C", "C", "C", "C", "C", "C", "N", "H", "H", "H", "H", "H", "H", "H", "H", "H", "H", "H", "H", "H"], "coordinates": [[-1.255, 2.247, 2.155], [-0.999, 1.255, 1.059], [-0.249, 1.474, -0.021], [-0.570, 0.493, -1.159], [0.493, -0.732, -0.929], [1.751, -0.813, -1.760], [0.007, -1.648, -0.026], [0.726, -2.703, 0.435], [-2.023, 2.956, 1.923], [-0.320, 2.624, 2.513], [-1.662, 1.684, 2.978], [-1.685, 0.496, 1.048], [0.450, 2.197, -0.214], [-0.232, 0.794, -2.186], [-1.600, 0.127, -1.220], [1.903, 0.110, -2.393], [1.678, -1.584, -2.544], [2.683, -0.977, -1.131], [-0.983, -1.631, 0.472], [1.656, -2.948, 0.081], [0.233, -3.421, 0.916]], "atomic_forces_ev_per_a": [[0.60, -1.72, 0.62], [1.10, 3.65, -0.35], [-3.46, -3.06, -0.74], [3.81, -1.43, -0.80], [-3.60, -0.07, 0.88], [0.61, 0.53, 0.00], [1.00, 1.31, -1.54], [1.42, -1.21, 0.29], [-0.04, 0.77, -0.42], [0.36, 0.99, 0.14], [-0.19, -0.18, 0.67], [-1.54, -2.05, -0.30], [1.55, 1.91, 0.01], [-0.76, 0.52, 0.89], [0.31, 0.22, 0.31], [-0.11, -0.64, 1.05], [0.12, -0.22, 0.48], [-0.96, 0.14, -0.83], [0.68, 0.60, -0.67], [-0.93, 0.30, 0.15], [0.02, -0.38, 0.14]], "lowdin_charge": [-0.10, -0.17, -0.09, -0.15, -0.28, -0.10, -0.21, 0.04, 0.07, 0.07, 0.06, 0.06, 0.08, 0.10, 0.10, 0.08, 0.07, 0.08, 0.12, 0.09, 0.07]}

=====

{"formula": "C3H11N3O", "method": "wB97M-V/def2-TZVPD", "gap_ev": [11.0, 5.8], "multiplicity": 2, "total_charge": 1, "s2": 0.7559, "e_lumo_ev": [-3.71, -8.86], "homo_energy_ev": [-14.7, -14.7], "relative_energy_kcal_mol": 81.5, "largest_force_ev_per_a": 6.10, "symbols": ["C", "C", "N", "C", "N", "N", "H", "H", "H", "H", "H", "H", "H", "H", "H", "H", "H", "O"], "coordinates": [[2.135, -0.252, 1.418], [1.212, 0.432, 0.354], [0.087, 1.123, 0.914], [-1.035, 0.984, -0.145], [-1.706, -0.205, 0.316], [-0.920, 1.789, -1.119], [1.394, -0.693, 2.153], [2.933, -1.029, 1.189], [2.547, 0.748, 1.783], [0.819, -0.372, -0.076], [1.744, 1.111, -0.375], [0.296, 2.128, 1.050], [-1.235, -0.612, 1.025], [-2.610, -0.068, 0.559], [-1.355, 1.798, -2.004], [-0.411, -2.268, -1.164], [0.635, -2.661, -2.083], [-0.107, -3.001, -1.574]], "atomic_forces_ev_per_a": [[-0.11, 2.22, 1.64], [2.64, 0.31, 1.05], [0.54, 2.81, -3.15], [-0.31, -0.68, -0.09], [1.58, 3.11, -5.00], [0.53, -2.08, 4.70], [1.23, 0.46, -0.50], [-1.26, 1.36, -0.48], [0.38, -2.01, 0.77], [-1.74, -3.08, -2.83], [-0.39, -0.60, 0.87], [-0.22, -0.35, 0.80], [1.94, -1.57, 2.90], [-3.78, 0.31, 0.33], [-0.99, -0.24, -0.99], [-2.00, 3.57, 2.19], [0.13, -0.38, -0.27], [1.82, -3.17, -1.95]], "lowdin_charge": [-0.02, -0.25, 0.21, -0.34, 0.20, 0.27, 0.10, 0.12, 0.10, 0.04, 0.18, 0.18, 0.05, 0.08, 0.10, -0.07, 0.05, 0.01]}

=====

{"formula": "C4H6BNO3", "method": "wB97M-V/def2-TZVPD", "gap_ev": 9.0, "smiles": "OB(O)OC1=NC=CC1", "total_charge": 0, "e_lumo_ev": 0.39, "homo_energy_ev": -8.7, "relative_energy_kcal_mol": 0.0, "largest_force_ev_per_a": 3.91, "symbols": ["O", "B", "O", "O", "C", "N", "C", "C", "C", "H", "H", "H", "H", "H", "H"], "coordinates": [[-1.744, 2.014, 0.301], [-2.106, 0.853, 0.905], [-3.178, 0.589, 1.704], [-1.354, -0.313, 0.746], [-0.022, -0.270, 0.366], [0.832, 0.656, 0.639], [2.034, 0.255, 0.124], [2.007, -0.955, -0.440], [0.585, -1.414, -0.408], [-1.627, 2.693, 0.936], [-4.029, 0.947, 1.353], [2.943, 0.921, 0.198], [2.922, -1.427, -0.839], [-0.026, -1.544, -1.413], [0.555, -2.341, -0.021]], "atomic_forces_ev_per_a": [[-0.27, -0.79, -0.79], [0.49, -1.26, 0.20], [-1.76, 0.65, -0.58], [2.01, 0.42, -0.72], [-0.41, -0.17, 0.42], [-2.58, 0.38, 0.62], [2.58, 0.20, -0.34], [1.03, 0.27, -1.16], [-0.80, 2.58, -2.83], [0.04, 1.34, 0.70], [1.09, -0.10, 0.72], [-1.26, -0.86, 0.12], [-1.01, 0.01, 0.09], [1.53, 0.56, 1.59], [-0.67, -3.23, 1.95]], "lowdin_charge": [0.21, -0.80, 0.19, 0.19, -0.29, 0.13, -0.18, -0.09, -0.08, 0.10, 0.13, 0.12, 0.11, 0.18, 0.08]}

=====

{"formula": "C4H9N3O2", "method": "wB97M-V/def2-TZVPD", "gap_ev": 7.6, "total_charge": 0, "e_lumo_ev": -0.99, "homo_energy_ev": -8.6, "relative_energy_kcal_mol": 234.1, "largest_force_ev_per_a": 7.76, "symbols": ["C", "C", "C", "C", "H", "H", "H", "H", "H", "H", "H", "H", "H", "N", "N", "N", "O", "O"], "coordinates": [[-0.680, 0.854, -2.155], [-1.158, 0.501, 0.347], [0.272, 0.202, 0.846], [2.462, -0.807, 0.050], [-1.235, 1.988, -2.404], [-1.068, 0.306, -3.025], [0.520, 1.147, -1.913], [-2.946, 0.598, 1.325], [-1.423, -0.023, 2.155], [2.616, -0.089, 1.007], [3.015, -0.291, -1.073], [2.317, -1.948, 0.239], [-0.845, -0.965, -1.442], [-1.461, 0.497, -0.999], [-2.076, 0.237, 1.307], [1.172, -0.371, -0.170], [0.862, 0.637, 1.866], [0.417, -1.607, -0.662]], "atomic_forces_ev_per_a": [[0.59, 6.04, 0.69], [-0.30, -2.13, -4.52], [5.96, 0.99, -0.15], [1.44, 2.48, -0.04], [1.92, -2.74, 0.24], [1.03, -0.22, 0.29], [-3.24, -1.47, -1.25], [-3.39, 1.18, 0.22], [-3.04, 0.98, -1.26], [1.20, -2.07, -1.87], [-0.73, -2.40, 3.74], [1.47, 1.90, -0.41], [2.90, -0.89, 3.10], [-0.19, -1.03, 3.96], [7.23, -1.58, 1.40], [-7.65, -1.22, -0.35], [-3.10, -0.65, -1.68], [-2.11, 2.85, -2.12]], "lowdin_charge": [-0.22, -0.26, -0.30, -0.11, 0.13, 0.06, 0.14, 0.07, 0.17, 0.12, 0.18, 0.11, 0.32, -0.10, 0.19, -0.27, 0.03, -0.25]}